a | Density functional theory data (the ωB97M-V functional and the def2-TZVPD basis) for 15 unconnected molecules or ions with the total composition C34H70B3Br28O5P.

Structure (XYZ):
```
141
C34H70B3Br28O5P the ωB97M-V functional and the def2-TZVPD basis
C -0.39142 -4.26659 -2.69315
C -1.37565 -5.04109 -3.79613
P -2.59937 -3.70949 -4.50700
C -2.00329 -3.11637 -6.22805
B -4.28533 -4.62984 -4.64995
O -4.43177 -6.11235 -4.81353
B -5.54151 -6.62802 -3.98343
O -6.45830 -5.80343 -3.15736
B -6.17719 -4.35994 -3.30052
C -6.49611 -3.34481 -2.00637
O -5.25495 -2.85738 -1.39319
C -4.72163 -1.65672 -2.04230
C -5.35062 -0.84038 -3.31286
O -3.57733 -1.14504 -1.50872
O -5.57972 -3.86482 -4.56400
H -0.62717 -4.71270 -1.61928
H 0.70938 -4.48129 -3.03185
H -0.70164 -3.13708 -2.72687
H -2.06510 -5.81845 -3.22646
H -0.76919 -5.59632 -4.63352
H -0.81298 -3.19044 -6.26712
H -2.29279 -1.98444 -6.38967
H -2.38700 -3.81643 -7.11413
H -5.74419 -7.80824 -3.97739
H -7.00540 -4.05827 -1.19542
H -7.29499 -2.52555 -2.24880
H -5.00000 0.29409 -3.18761
H -4.91315 -1.17524 -4.36816
H -6.53520 -0.78996 -3.32931
Br 0.63552 -3.90220 0.40480
C -0.81884 -3.31380 1.56333
C -1.27276 -1.91840 1.20641
Br -0.01979 -0.57705 1.86569
H -0.46248 -3.40408 2.59377
H -1.62371 -4.03547 1.39779
H -2.22225 -1.68415 1.69581
H -1.37568 -1.75735 0.12940
Br 0.58470 -0.96100 -2.54649
C -0.00500 0.86477 -2.19661
C -1.28745 1.17604 -2.93079
Br -0.95692 1.49846 -4.82568
H 0.82302 1.52550 -2.47000
H -0.15873 0.91134 -1.11484
H -1.73015 2.10407 -2.55837
H -2.02942 0.37479 -2.86778
Br 0.68925 2.85975 0.69233
C 2.59812 3.25014 0.77831
C 3.01085 4.20760 -0.31416
Br 3.13238 3.30342 -2.03797
H 3.12230 2.29079 0.73559
H 2.75219 3.69933 1.76346
H 4.01539 4.59721 -0.12701
H 2.31956 5.04574 -0.44112
Br 1.75889 8.33753 -4.41162
C 3.51111 7.56440 -4.77980
C 3.83530 6.45518 -3.80763
Br 4.36157 7.16891 -2.07055
H 4.23340 8.38583 -4.75771
H 3.44150 7.17550 -5.79957
H 4.69979 5.88054 -4.15167
H 2.99848 5.77289 -3.63241
Br 6.10482 5.84414 1.30006
C 7.14339 4.46020 2.19986
C 6.32139 3.21177 2.41509
Br 5.07359 3.43373 3.89750
H 7.52011 4.89746 3.12929
H 7.98532 4.25737 1.53199
H 6.96090 2.37371 2.70595
H 5.73053 2.92468 1.54047
Br 8.25029 0.27726 2.27676
C 7.10690 -1.25623 1.89642
C 6.13994 -0.95375 0.77655
Br 4.66799 0.16557 1.39647
H 6.61355 -1.52696 2.83463
H 7.79293 -2.05754 1.60784
H 5.66621 -1.87147 0.41697
H 6.60220 -0.43467 -0.06805
Br 9.58595 8.42530 3.16601
C 9.07770 9.76192 1.83984
C 8.16458 9.17294 0.79108
Br 9.16171 8.08529 -0.48429
H 10.00483 10.17128 1.42777
H 8.56178 10.54232 2.40626
H 7.70509 9.96343 0.19115
H 7.37840 8.53660 1.20757
Br -9.31405 -1.66176 0.85777
C -9.82230 -0.32514 -0.46839
C -10.73542 -0.91412 -1.51716
Br -9.73829 -2.00177 -2.79252
H -8.89517 0.08422 -0.88046
H -10.33822 0.45526 0.09802
H -11.19491 -0.12363 -2.11709
H -11.52160 -1.55046 -1.10066
Br -7.13864 -5.79732 1.02448
C -6.47650 -4.43227 2.24996
C -5.02267 -4.11938 1.98715
Br -3.85977 -5.51603 2.69485
H -6.66586 -4.79527 3.26451
H -7.10036 -3.55412 2.06108
H -4.72282 -3.20799 2.51193
H -4.78615 -4.01494 0.92431
Br -9.23864 -4.22603 5.06112
C -8.57650 -2.86099 6.28659
C -7.12267 -2.54809 6.02379
Br -5.95977 -3.94474 6.73148
H -8.76586 -3.22398 7.30114
H -9.20036 -1.98284 6.09771
H -6.82282 -1.63670 6.54856
H -6.88615 -2.44365 4.96095
Br -8.33736 0.57490 8.96646
C -6.42849 0.96529 9.05245
C -6.01575 1.92275 7.95997
Br -5.89423 1.01857 6.23617
H -5.90430 0.00594 9.00973
H -6.27442 1.41448 10.03760
H -5.01121 2.31236 8.14713
H -6.70705 2.76089 7.83302
Br 6.85935 10.53661 -3.16223
C 6.35109 11.87322 -4.48840
C 5.43798 11.28425 -5.53716
Br 6.43510 10.19660 -6.81253
H 7.27822 12.28258 -4.90047
H 5.83518 12.65363 -3.92198
H 4.97848 12.07474 -6.13710
H 4.65180 10.64791 -5.12067
Br 7.37300 -4.74584 1.90495
C 8.13448 -5.85274 0.49127
C 9.36107 -5.20749 -0.10851
Br 8.87669 -3.75483 -1.31639
H 7.33829 -6.03232 -0.23727
H 8.39433 -6.79677 0.97841
H 9.90864 -5.92188 -0.72958
H 10.04071 -4.78819 0.63899
Br 3.90892 -8.85399 1.70905
C 2.45456 -8.26560 2.86759
C 2.00064 -6.87019 2.51066
Br 3.25361 -5.52884 3.16994
H 2.81092 -8.35587 3.89803
H 1.64969 -8.98726 2.70205
H 1.05115 -6.63594 3.00007
H 1.89772 -6.70914 1.43365
```


b | Density functional theory data (the ωB97M-V functional and the def2-TZVPD basis) for 15 unconnected molecules or ions with the total composition C34H70B3Br28O5P.

Structure (XYZ):
```
141
C34H70B3Br28O5P the ωB97M-V functional and the def2-TZVPD basis
C -0.29194 -4.80706 -2.65604
C -1.36766 -5.37919 -3.62380
P -2.50020 -4.00536 -4.13250
C -1.97652 -3.53420 -5.84085
B -4.22713 -4.81727 -4.26543
O -4.48864 -6.18491 -4.27535
B -5.60220 -6.62043 -3.58406
O -6.41843 -5.71526 -2.92330
B -6.11139 -4.36979 -3.04520
C -6.53884 -3.35375 -1.90937
O -5.39003 -2.90155 -1.15903
C -4.62959 -1.85771 -1.53728
C -4.96429 -1.09459 -2.78870
O -3.68363 -1.55995 -0.82344
O -5.34443 -3.98606 -4.13060
H -0.38913 -5.24702 -1.66366
H 0.71201 -4.99427 -3.03869
H -0.47976 -3.74076 -2.54895
H -1.99485 -6.11107 -3.10614
H -0.92740 -5.87517 -4.49125
H -0.89047 -3.66453 -5.88606
H -2.19262 -2.47892 -6.01187
H -2.41462 -4.15116 -6.62916
H -5.86164 -7.77723 -3.53551
H -7.13406 -3.90006 -1.17425
H -7.16645 -2.52995 -2.25306
H -4.57514 -0.08289 -2.64711
H -4.44234 -1.54246 -3.63886
H -6.03019 -1.02513 -3.00593
Br 1.24311 -4.43741 0.48809
C -0.14685 -3.92951 1.75138
C -0.70537 -2.55647 1.48750
Br 0.48510 -1.12662 2.06699
H 0.28437 -4.02485 2.74284
H -0.93368 -4.66950 1.62433
H -1.61679 -2.42127 2.06509
H -0.91892 -2.38165 0.43733
Br 0.84959 -1.42989 -2.28274
C 0.23408 0.31275 -1.68763
C -1.14494 0.61133 -2.20511
Br -1.14870 1.07045 -4.10047
H 0.97730 1.03856 -1.99964
H 0.21765 0.25953 -0.60180
H -1.55903 1.47684 -1.69227
H -1.81077 -0.23782 -2.09039
Br 0.83250 2.55310 1.09933
C 2.70202 3.07166 0.95086
C 2.92485 4.11446 -0.10701
Br 2.83366 3.36306 -1.90289
H 3.25760 2.16011 0.75052
H 2.97957 3.46075 1.92788
H 3.92507 4.52842 -0.02116
H 2.19744 4.91841 -0.06874
Br 1.28362 8.73776 -3.68885
C 2.95265 7.92960 -4.27744
C 3.34269 6.74011 -3.44341
Br 4.01218 7.28057 -1.69956
H 3.70562 8.71031 -4.23992
H 2.79015 7.63133 -5.31025
H 4.16228 6.20861 -3.92144
H 2.52423 6.05228 -3.26301
Br 6.06564 5.70840 1.34139
C 7.20595 4.28951 2.03073
C 6.44836 3.00606 2.23003
Br 5.29022 3.07722 3.79329
H 7.64125 4.66702 2.95004
H 7.98704 4.15523 1.28569
H 7.13608 2.18226 2.40754
H 5.81160 2.76105 1.38565
Br 8.58956 0.00735 1.72578
C 7.51229 -1.58964 1.42308
C 6.39017 -1.34640 0.45340
Br 4.93594 -0.34561 1.27415
H 7.15393 -1.90998 2.39603
H 8.19852 -2.32989 1.02391
H 5.95505 -2.29497 0.14615
H 6.70833 -0.78866 -0.42092
Br 9.66416 8.09219 3.01502
C 8.97687 9.54116 1.91254
C 7.99299 9.04655 0.88791
Br 8.86968 8.11759 -0.57501
H 9.83762 10.02158 1.45976
H 8.49210 10.22960 2.60058
H 7.46563 9.88257 0.43267
H 7.27688 8.34875 1.30976
Br -9.60487 -1.69140 0.46097
C -9.80237 -0.19347 -0.76493
C -10.60282 -0.57303 -1.98266
Br -9.57357 -1.68080 -3.20522
H -8.80083 0.13878 -1.01765
H -10.31412 0.58436 -0.20346
H -10.88167 0.31255 -2.54837
H -11.49231 -1.13964 -1.72851
Br -7.55341 -5.38922 1.15037
C -6.86269 -3.91257 2.21284
C -5.37742 -3.74022 2.03225
Br -4.37074 -5.11055 2.98113
H -7.14170 -4.11474 3.24262
H -7.38944 -3.02830 1.86002
H -5.05479 -2.79113 2.45567
H -5.07639 -3.79213 0.99197
Br -9.79877 -3.12497 4.70800
C -9.10102 -1.64582 5.76213
C -7.61749 -1.48016 5.58126
Br -6.61042 -2.84525 6.53504
H -9.37287 -1.84084 6.79387
H -9.62244 -0.75936 5.40856
H -7.28955 -0.53239 5.99675
H -7.31734 -1.53953 4.53950
Br -8.78624 1.85743 7.92869
C -6.89513 2.25281 8.15725
C -6.34961 3.07586 7.02041
Br -6.14808 2.00653 5.41151
H -6.39097 1.29608 8.24670
H -6.81412 2.79670 9.09514
H -5.35584 3.44388 7.26364
H -6.99362 3.90894 6.76005
Br 6.26391 10.74459 -2.71045
C 5.54661 12.16346 -3.82841
C 4.49007 11.65221 -4.77133
Br 5.24416 10.62152 -6.23745
H 6.39076 12.60845 -4.34426
H 5.10989 12.89073 -3.14790
H 3.95931 12.48137 -5.23269
H 3.77862 11.00351 -4.26970
Br 7.96001 -5.09845 1.27392
C 8.58998 -6.09146 -0.27075
C 9.68353 -5.34753 -0.98861
Br 8.98713 -3.82504 -1.97970
H 7.72289 -6.26557 -0.89911
H 8.95863 -7.04044 0.11121
H 10.16379 -5.98932 -1.72328
H 10.42803 -4.95424 -0.30465
Br 4.75637 -9.27863 1.26085
C 3.37403 -8.81393 2.54936
C 2.84868 -7.42035 2.33410
Br 4.10675 -6.06958 2.93743
H 3.81361 -8.94082 3.53288
H 2.58108 -9.54382 2.40495
H 1.94341 -7.26295 2.91592
H 2.64473 -7.20830 1.29010
```


What is the stability order? It is b, a, from most stable to least stable.


a | Density functional theory data (the ωB97M-V functional and the def2-TZVPD basis) for 2 unconnected molecules or ions with the total composition C7H9N3O2.

Structure (XYZ):
```
21
C7H9N3O2 the ωB97M-V functional and the def2-TZVPD basis
C 2.21032 -0.76175 1.41426
C 1.87421 -1.59918 -0.85461
C -0.98248 0.14060 -1.30806
C -2.00893 -1.23212 0.43107
C -1.55537 1.31037 0.70599
C 1.95363 -0.53044 0.04816
C -1.49335 0.08501 -0.09946
N 2.48539 -1.17687 2.45941
N 1.82620 -2.40204 -1.67005
N 2.03711 0.66106 -0.48898
O 2.33563 1.66041 0.48112
O 2.02360 1.01270 -1.65029
H -0.87194 1.15127 -1.67884
H -1.14719 -0.68875 -1.97567
H 2.26903 2.37464 -0.16768
H -2.81138 -1.30640 1.13192
H -2.30019 -1.59874 -0.48618
H -1.20208 -1.93373 0.76238
H -0.88281 1.29104 1.59943
H -2.54275 1.44949 1.20302
H -1.21666 2.09342 0.14307
```


b | Density functional theory data (the ωB97M-V functional and the def2-TZVPD basis) for a molecular structure, C7H9N3O2.

Structure (XYZ):
```
21
C7H9N3O2 the ωB97M-V functional and the def2-TZVPD basis
C 3.96298 -0.54952 0.31635
C 1.59062 -0.00859 -0.06759
C -0.83878 -0.27517 -0.07259
C -1.65661 -1.51028 0.00526
C -3.52377 -0.38961 0.20974
C -2.81267 0.76944 0.14822
C -1.43484 0.91537 -0.12846
H 3.35037 0.07067 1.39156
H 4.72875 0.28964 -0.52750
H 4.61260 -1.94651 0.62082
H 0.50003 -1.24674 -1.10369
H -0.98921 -2.37191 -0.03708
H -4.49649 -0.32355 0.37842
H -3.57116 1.64602 -0.04512
H 0.27033 1.82031 -0.08598
H -0.90282 2.84865 -0.17654
N 0.36329 -0.53023 -0.46198
N -2.93616 -1.54648 0.08282
N -0.65372 1.98530 -0.52127
O 2.66897 -0.60639 -0.64606
O 1.76831 0.95961 0.72066
```


What is the stability order? It is b, a, from most stable to least stable.


a | Density functional theory data (the ωB97M-V functional and the def2-TZVPD basis) for a molecular structure, C17H29ILaNO2P2.

Structure (XYZ):
```
53
C17H29ILaNO2P2 the ωB97M-V functional and the def2-TZVPD basis
C -0.83748 3.84760 -1.22818
C -1.09211 2.61723 -0.60273
N -0.06337 2.09608 0.18174
C 0.94510 2.89553 0.64045
C 0.99860 4.20365 0.25447
C 0.16681 4.67927 -0.75392
C -2.21925 1.84174 -0.86539
P -2.66081 0.12828 -0.45531
La -0.41502 -0.01220 1.29880
P 2.37806 0.55787 1.54636
C 1.86667 2.32159 1.71462
C 0.10132 -2.82713 0.18482
C -0.97948 -3.21423 0.95430
C -0.95707 -4.48015 1.57171
C 0.15894 -5.33094 1.34454
C 1.23884 -4.90556 0.54227
C 1.19467 -3.64264 -0.05996
O -0.35225 0.94734 -4.90305
O 0.80870 -1.41411 -2.17193
H -1.48836 4.15325 -2.01783
H 1.76672 4.83922 0.73235
H 0.24568 5.70691 -1.07899
C -4.28597 0.54200 0.38955
C -3.24218 -0.83128 -1.91189
H 2.79625 2.89368 1.71642
H 1.39185 2.46300 2.69447
H -1.11679 1.14142 -5.48466
H -2.70541 2.12296 -1.83218
C 2.98148 0.22287 3.23500
C 3.90092 0.70446 0.60456
H -1.81382 -2.50824 1.05099
H -1.76698 -4.75176 2.21498
H 0.16042 -6.32105 1.82928
H 2.07947 -5.58752 0.41561
H 2.05612 -3.33333 -0.67037
H 0.16997 -1.10932 -1.35975
H 0.18491 -2.01184 -2.68566
H 0.91095 -0.63312 -2.67383
H 0.44301 1.54349 -5.06576
H 0.12117 -1.76423 -0.18293
H -4.99123 0.83281 -0.42051
H -4.69415 -0.30081 0.99153
H -4.07560 1.40837 1.04999
H -4.12190 -0.37268 -2.37350
H -2.46966 -0.95168 -2.68132
H -3.54288 -1.83761 -1.59268
H 4.66732 1.21751 1.19321
H 4.26710 -0.29178 0.33479
H 3.72414 1.26465 -0.31648
H 3.88779 0.81675 3.42725
H 2.20797 0.45728 3.98168
H 3.22351 -0.84771 3.31478
I -1.15269 0.81408 3.97830
```


b | Density functional theory data (the ωB97M-V functional and the def2-TZVPD basis) for a molecular structure, C17H29ILaNO2P2.

Structure (XYZ):
```
53
C17H29ILaNO2P2 the ωB97M-V functional and the def2-TZVPD basis
C 1.19875 0.95633 -3.19158
C 0.89042 0.62376 -1.85661
N -0.15399 -0.24071 -1.60842
C -0.79227 -0.86416 -2.61925
C -0.46580 -0.60645 -3.94504
C 0.53129 0.32730 -4.22967
C 1.62574 1.13753 -0.70827
P 2.63198 0.14511 0.34642
La -0.15920 -0.28578 0.92972
P -2.54005 -1.67614 -0.55705
C -1.85886 -1.88680 -2.27176
C 0.45926 -0.24915 3.31343
C -0.68756 -1.01350 3.56215
C -1.95465 -0.39366 3.45314
C -2.03492 0.97626 3.16449
C -0.87114 1.75457 3.03570
C 0.40088 1.14903 3.17523
O 4.55981 3.93905 0.34984
O -2.26051 1.87844 -0.16572
H 1.99965 1.67542 -3.36105
H -1.01082 -1.13483 -4.72428
H 0.78501 0.55317 -5.26346
C 3.56697 -1.04579 -0.65464
C 3.84291 1.17371 1.19866
H -2.69092 -1.81859 -2.99046
H -1.43462 -2.90455 -2.33257
H 5.39963 4.12158 0.65318
H 1.76869 2.22418 -0.66133
C -3.34787 -3.29336 -0.30774
C -3.98392 -0.62964 -0.93871
H -0.62183 -2.08153 3.77982
H -2.86535 -0.97963 3.60467
H -3.01520 1.45493 3.08889
H -0.95138 2.83245 2.87226
H 1.30859 1.75513 3.11477
H 1.52754 -0.86431 1.60690
H -2.02658 2.29972 -1.00990
H -2.71996 2.51088 0.30591
H 3.97043 4.54853 0.82056
H 1.40508 -0.87106 2.38170
H 4.58733 -1.12833 -0.25288
H 3.07949 -2.03013 -0.62222
H 3.61620 -0.69765 -1.69580
H 4.78399 0.60834 1.27749
H 4.04091 2.12982 0.67682
H 3.49129 1.39989 2.21564
H -4.26384 -0.73324 -1.99451
H -4.81623 -0.94940 -0.29927
H -3.72826 0.41660 -0.72027
H -3.34978 -3.88404 -1.23414
H -2.79112 -3.83686 0.46570
H -4.37827 -3.12326 0.03130
I 0.30306 -3.36918 0.79220
```


What is the stability order? It is b, a, from most stable to least stable.